[1]
2 unconnected molecules or ions with the total composition C2HNO2S in a non-equilibrium geometry. Source: the Open Molecules 2025 dataset; level of theory: wB97M-V/def2-TZVPD.

The geometry in ORCA input format:
```
! wB97M-V def2-TZVPD RIJCOSX def2/J DEFGRID3
* xyz 0 1
N -0.7829 1.2268 -0.2842
S -0.2550 -1.9089 -0.1854
C 1.4587 0.2358 -0.0835
O 2.1649 1.1578 -0.0999
C -1.5312 0.5217 0.1897
O 0.9734 -0.8776 0.0608
H -2.0278 -0.3555 0.4025
*
```

HOMO energy = -0.3227 Ha
frontier orbital gap = 0.325 hartree
E_LUMO = 0.05 eV
ΔE to the lowest compared entry with this formula, charge and spin = 104.41 kcal/mol
E_tot = -680.093657 hartree

---

[2]
2 unconnected molecules or ions with the total composition C2HNOS in a non-equilibrium geometry. Source: the Open Molecules 2025 dataset; level of theory: wB97M-V/def2-TZVPD.

The geometry in ORCA input format:
```
! wB97M-V def2-TZVPD RIJCOSX def2/J DEFGRID3
* xyz 0 1
C -1.3290 0.7837 -0.0583
N 0.7016 -0.0184 1.0832
H -0.1306 0.6209 1.1914
C 0.8599 -0.7181 0.0991
O 1.1943 -1.4206 -0.7392
S -1.2962 0.7525 -1.5761
*
```

HOMO energy = -0.3946 Ha
frontier orbital gap = 0.370 hartree
E_LUMO = -0.68 eV
ΔE to the lowest compared entry with this formula, charge and spin = 51.25 kcal/mol
E_tot = -604.905286 hartree

---

[3]
C2HNOS in the gas phase in a non-equilibrium geometry. Source: the Open Molecules 2025 dataset; level of theory: wB97M-V/def2-TZVPD.

The geometry in ORCA input format:
```
! wB97M-V def2-TZVPD RIJCOSX def2/J DEFGRID3
* xyz 0 1
C -0.7745 0.9166 -0.7067
C 0.1013 -0.2409 -0.1585
O -0.3664 -1.3072 -0.5300
N -1.6742 1.5334 -1.2381
H 1.4328 -1.1587 1.5955
S 1.2810 0.2569 1.0379
*
```

HOMO energy = -0.4154 Ha
frontier orbital gap = 0.389 hartree
E_LUMO = -0.71 eV
ΔE to the lowest compared entry with this formula, charge and spin = 35.30 kcal/mol
E_tot = -604.930695 hartree

---

[4]
C2HNOS in the gas phase in a non-equilibrium geometry. Source: the Open Molecules 2025 dataset; level of theory: wB97M-V/def2-TZVPD.

The geometry in ORCA input format:
```
! wB97M-V def2-TZVPD RIJCOSX def2/J DEFGRID3
* xyz 0 1
S -2.6182 0.0682 -0.0283
H 0.6961 -0.0010 0.0826
N -0.4309 1.9954 -0.0638
C -1.4591 1.1535 0.0911
O -2.3194 -1.3296 -0.0237
C 0.3444 0.9901 0.0665
*
```

HOMO energy (spin up / spin down) = -0.3388 / -0.3388 Ha
frontier orbital gap (spin up / spin down) = 0.313 / 0.313 hartree
E_LUMO (spin up / spin down) = -0.70 / -0.70 eV
ΔE to the lowest compared entry with this formula, charge and spin = 141.50 kcal/mol
E_tot = -604.761458 hartree